DFT (ωB97M-V/def2-TZVPD) results for a molecular structure, C6H14O in a non-equilibrium geometry.

```
21
C6H14O, DFT ωB97M-V/def2-TZVPD
C -2.8806 -0.3824 1.0015
C -2.2517 0.3059 -0.6261
C -0.8521 0.8705 -0.4685
C 0.4002 0.0808 -0.8429
C 1.5178 0.2972 0.1842
C 2.7840 -0.4718 -0.1472
O 3.7381 -0.2118 0.8663
H -3.8885 -0.6870 0.7329
H -2.9584 0.3204 1.8673
H -2.3366 -1.2742 1.3879
H -2.2974 -0.5873 -1.2305
H -2.9976 1.0624 -0.8232
H -0.7334 1.9619 -0.4203
H -1.3849 0.4532 0.4913
H 0.8100 0.2986 -1.8469
H 0.1383 -0.9863 -0.8637
H 1.7678 1.3643 0.2530
H 1.1675 -0.0065 1.1782
H 2.5569 -1.5494 -0.2111
H 3.1591 -0.1574 -1.1356
H 4.5413 -0.7012 0.6534
```

## Properties
Total charge: 0
Kohn-Sham gap: 9.327 eV
LUMO energy: 1.0 eV
Highest occupied orbital energy: -8.3 eV


DFT (ωB97M-V/def2-TZVPD) results for a molecular structure, C25H20F3N4O5PdS2 in a non-equilibrium geometry.

```
60
C25H20F3N4O5PdS2, DFT ωB97M-V/def2-TZVPD
Pd 1.1888 -0.6607 0.1616
N 1.9070 -4.0517 -2.3318
C 0.6278 -4.5019 -2.0937
C -0.0510 -5.6375 -2.4929
C -1.3636 -5.7774 -2.0387
C -1.9686 -4.8169 -1.2124
C -1.3088 -3.6674 -0.8377
C 0.0074 -3.4884 -1.3063
N 0.8929 -2.4700 -1.1380
C 2.0376 -2.8520 -1.7419
C 3.2258 -2.0469 -1.6533
C 4.5147 -2.3371 -2.0511
S 5.5945 -1.1175 -1.5619
C 4.2817 -0.2583 -0.8608
N 3.1296 -0.8450 -0.9966
H 2.6198 -4.5663 -2.8312
H 0.4065 -6.3864 -3.1231
H -1.9243 -6.6552 -2.3246
H -2.9701 -5.0020 -0.8547
H -1.7665 -2.9489 -0.1731
H 4.8672 -3.2008 -2.5833
H 4.4111 0.6865 -0.3598
C -3.2464 3.7134 1.7396
O -2.0235 3.5254 1.0444
C -0.8818 3.3711 1.7001
C -0.7865 3.0501 3.0654
C 0.4342 2.9816 3.6942
C 1.6105 3.2735 2.9925
C 1.5459 3.6186 1.6536
C 0.3300 3.6324 0.9742
N 0.2877 4.1081 -0.3337
C -0.5544 3.8260 -1.3026
C -1.3556 2.6644 -1.4331
C -2.5621 2.7186 -2.1507
C -3.3831 1.6157 -2.2628
C -2.9874 0.3762 -1.7242
C -1.7695 0.2514 -1.1165
C -0.8875 1.3652 -0.9551
O 0.3040 1.2129 -0.5506
H -3.9928 3.9164 0.9744
H -3.1853 4.5589 2.4294
H -3.5371 2.8183 2.2926
H -1.6874 2.8450 3.6233
H 0.4836 2.7102 4.7379
H 2.5596 3.2440 3.5045
H 2.4488 3.8808 1.1220
H 0.9657 4.8472 -0.5188
H -0.6112 4.5524 -2.1081
H -2.8797 3.6626 -2.5704
H -4.3372 1.6973 -2.7611
H -3.6457 -0.4746 -1.8210
H -1.3999 -0.7065 -0.7488
F -0.6834 -0.8578 1.7525
C -0.0477 -1.5181 2.8090
F -0.2839 -2.7962 2.5832
F -0.6248 -1.1098 3.9088
S 1.7862 -1.0751 2.6344
O 2.1682 -2.0032 1.5686
O 2.4104 -1.1779 3.8866
O 1.6568 0.2823 2.0729
```

## Properties
Spin multiplicity: 5
Total charge: +3
Kohn-Sham gap (spin up / spin down): 6.875 / 3.531 eV
LUMO energy (spin up / spin down): -9.2 / -12.5 eV
Highest occupied orbital energy (spin up / spin down): -16.1 / -16.0 eV


Computed E, in the same sequence as the records: -8492.9222, -75720.9626 eV.
Computed energy relative to the best compared isomer or geometry (same formula, charge and spin), in the same sequence as the records: 91.6, 7.1 kcal/mol.
Computed molecular weight, in the same sequence as the records: 102.18, 684.01 g/mol.